Below is a cluster of 16 separate species, C55H139N9O23 in total at a distorted geometry, with properties calculated with ωB97M-V/def2-TZVPD.

The geometry in XYZ format:
```
226
Properties=species:S:1:pos:R:3:forces:R:3:lowdin_charge:R:1
C 12.194690 10.994819 14.777521 1.957 -1.567 1.714 -0.028
C 12.886323 11.476079 16.102857 0.389 -0.781 -0.648 -0.364
C 14.008332 10.526883 16.576505 -0.799 -0.347 -0.104 -0.191
O 14.674304 11.131016 17.693595 0.131 -0.909 -0.080 -0.189
C 15.971238 10.581641 17.901128 1.554 1.084 -1.306 -0.099
N 13.534003 12.747987 15.772666 -2.684 0.293 0.353 0.063
H 14.187669 13.040049 16.440774 1.040 0.215 1.182 0.049
H 13.975096 12.666536 14.901354 0.858 -0.351 -1.127 -0.002
H 17.065299 12.598721 15.625847 -0.052 -0.694 -0.817 0.028
H 11.325499 11.512434 14.539930 -1.407 1.172 -0.317 0.053
H 11.967733 9.923574 14.743801 -0.109 0.092 0.479 0.087
H 12.938824 11.094606 14.017008 0.430 0.349 -0.887 0.048
H 12.153775 11.502205 16.902564 -0.181 0.746 0.123 0.133
H 14.638394 10.476677 15.680369 0.536 -0.397 0.422 0.095
H 13.632452 9.518245 16.886422 0.270 0.633 -0.394 0.143
H 16.100729 9.471109 17.938681 -0.763 0.718 0.220 0.104
H 16.426815 11.067867 18.803982 -0.708 -0.632 -0.698 0.065
H 16.611377 10.943010 17.021383 -0.629 -0.781 1.244 0.079
C 22.149878 12.058781 14.938995 1.549 2.469 -1.086 -0.019
C 21.693048 12.241295 13.468651 0.599 1.403 -0.262 -0.295
C 22.290229 11.083060 12.703281 -0.956 -0.809 -1.195 -0.191
O 21.856359 11.074800 11.334048 -0.073 0.353 0.431 -0.207
C 22.134859 9.854359 10.623807 1.101 1.511 0.712 -0.058
N 20.176242 12.414740 13.323810 2.008 -2.345 0.192 0.228
H 19.712938 11.489176 13.534288 -0.273 0.968 -0.261 0.125
H 19.836825 13.052487 14.016292 -0.432 0.651 0.622 0.110
H 19.997307 12.804772 12.381076 -0.612 0.132 -0.521 0.088
H 23.226275 11.783801 14.976773 -0.589 0.200 -0.268 0.099
H 21.643645 11.275761 15.397805 -1.253 -1.238 0.947 0.059
H 22.102305 13.022427 15.498376 -0.350 -0.798 -0.230 0.080
H 22.073729 13.171868 12.962751 -0.012 -0.660 0.960 0.143
H 21.877648 10.160796 13.111832 0.339 -0.342 0.518 0.129
H 23.396445 11.111294 12.829471 -0.639 -0.014 -0.231 0.150
H 22.029801 9.007340 11.277563 -0.092 -0.547 0.152 0.084
H 23.148557 9.950781 10.238987 0.293 -0.459 0.085 0.091
H 21.506179 9.806645 9.771176 -0.899 -0.079 -0.546 0.077
C 22.408898 13.989734 9.829493 -0.513 0.354 1.643 -0.039
C 22.342431 15.449650 9.422385 0.795 0.611 -0.160 -0.298
C 22.094375 15.645249 7.920486 0.073 -0.209 0.092 -0.165
O 21.535657 16.950728 7.747372 0.051 -0.651 -0.337 -0.220
C 22.253236 17.845437 6.920263 0.342 -0.227 0.094 -0.094
N 21.146519 16.061888 10.161595 1.106 -2.821 0.803 0.198
H 21.566240 16.479238 10.991899 -0.412 0.395 0.731 0.063
H 20.650451 16.713893 9.604785 -0.520 0.709 -0.827 0.120
H 20.488559 15.239748 10.500847 0.666 1.338 -0.504 0.126
H 23.320963 13.479902 9.538217 -0.170 -0.127 -0.417 0.095
H 21.456932 13.527614 9.564622 0.500 -0.432 -0.599 0.071
H 22.349776 13.916594 10.944583 0.399 0.232 -0.726 0.079
H 23.300147 15.986713 9.702395 -1.253 -0.306 0.058 0.159
H 21.327262 14.882775 7.713744 0.101 0.382 -0.646 0.126
H 23.019015 15.480429 7.283138 -1.047 0.175 0.839 0.155
H 22.398500 17.451705 5.889697 0.402 -0.005 0.762 0.103
H 23.181171 18.159305 7.463259 -0.404 -0.193 -0.911 0.101
H 21.598248 18.687331 6.790340 -0.138 0.588 0.107 0.078
C 27.390942 16.688386 14.323240 -0.429 -0.444 -0.886 -0.081
C 26.801054 16.485110 12.932117 0.948 -0.946 -0.625 -0.396
C 27.764109 15.471683 12.188538 1.075 0.211 2.082 -0.227
O 27.408948 15.252246 10.888845 -1.562 0.254 -1.278 -0.216
C 28.206961 14.490021 10.007971 0.244 -1.409 1.056 -0.096
N 25.368583 16.067442 12.947528 0.775 1.586 1.119 0.078
H 28.019105 14.204119 17.378863 0.420 0.104 0.442 0.074
H 24.796215 16.932068 13.078809 0.438 -1.115 -0.046 0.059
H 25.134183 15.725136 12.046624 -0.252 -0.402 -0.987 0.037
H 28.455829 16.949270 14.270171 -0.394 0.279 0.079 0.098
H 27.278755 15.776138 14.859100 -0.030 -0.756 0.589 0.038
H 26.768623 17.412180 14.812973 0.074 0.717 0.582 0.060
H 26.942496 17.455805 12.461175 -0.167 0.189 -0.713 0.112
H 27.961349 14.551181 12.873707 -0.778 0.936 -1.269 0.147
H 28.743895 15.965911 12.114059 0.119 0.164 0.642 0.120
H 29.342826 14.630008 10.123688 -1.640 0.181 -0.286 0.114
H 27.797089 14.689506 9.007602 0.646 0.041 0.264 0.087
H 27.964914 13.418899 10.260124 0.623 0.627 -0.480 0.095
C 23.865129 19.754914 11.971964 -2.167 0.073 0.393 -0.021
N 23.896137 20.885476 12.960160 0.758 0.126 0.190 -0.302
C 22.420540 21.199095 13.421844 2.789 0.263 0.538 0.082
C 24.780627 20.390003 14.112623 -0.974 0.513 0.029 0.023
C 24.686000 22.036252 12.224997 -4.018 0.268 0.858 -0.064
C 24.876431 23.366460 12.970964 0.418 -1.083 -1.182 -0.233
O 23.870338 24.221294 12.504001 -0.581 -0.482 0.137 -0.041
H 24.792652 19.618293 11.485452 1.185 -0.288 -0.042 0.092
H 23.134107 19.942849 11.188679 -0.076 0.529 -0.050 0.112
H 23.442957 18.893546 12.484713 0.451 -0.352 0.127 0.067
H 22.030595 20.243141 13.733607 -0.178 -0.251 0.248 0.078
H 21.922997 21.591248 12.567867 -0.461 0.438 -0.540 0.090
H 22.509468 21.929448 14.256451 -0.278 -0.519 -0.684 0.118
H 24.966545 21.201373 14.847087 0.043 -0.424 -0.731 0.107
H 25.662601 20.017969 13.609696 0.473 0.110 0.300 0.097
H 24.295481 19.563264 14.638201 -0.225 0.095 -0.286 0.081
H 23.976754 22.275487 11.382747 1.116 -0.206 0.482 0.156
H 25.578508 21.592825 11.894587 1.126 -0.553 -0.342 0.107
H 25.827697 23.647743 12.517336 0.380 0.569 0.674 0.129
H 24.922329 23.298092 14.065660 0.123 -0.043 -0.242 0.122
H 24.087572 25.102217 12.773491 0.020 0.927 0.188 0.091
C 25.930192 14.194841 20.944474 1.231 0.101 0.288 -0.008
N 25.818285 12.692584 20.822389 0.332 0.281 -2.226 -0.292
C 27.078638 12.216779 19.988733 -1.646 1.270 0.991 0.067
C 25.695762 12.055895 22.156057 0.400 -1.139 -0.607 0.005
C 24.558463 12.369727 19.965834 -0.091 -0.409 0.230 -0.081
C 24.450031 13.160942 18.652118 0.093 0.404 0.831 -0.228
O 25.389364 12.584886 17.767184 -0.518 0.395 -0.570 -0.080
H 25.026180 14.595889 21.340608 -0.929 0.195 -0.028 0.065
H 26.275743 14.699016 20.005199 -0.580 -0.778 0.638 0.075
H 26.694334 14.385330 21.695344 0.264 -0.102 0.033 0.107
H 26.780139 11.281507 19.626824 -0.077 -1.427 -0.649 0.077
H 27.980772 12.145375 20.562337 0.205 0.222 0.699 0.104
H 27.149866 12.929795 19.179341 0.210 -0.067 0.004 0.066
H 26.330852 12.608814 22.784486 0.965 0.494 0.989 0.080
H 26.029948 10.988073 22.165232 -0.448 0.897 -0.333 0.128
H 24.699548 12.157351 22.546039 -0.558 -0.022 -0.110 0.098
H 23.677004 12.614801 20.592081 0.547 -0.147 -0.178 0.117
H 24.599838 11.257373 19.742259 -0.089 1.314 0.315 0.154
H 24.625724 14.263393 18.832232 -0.108 -1.168 -0.263 0.125
H 23.381925 13.058839 18.335256 0.680 -0.094 -0.049 0.120
H 25.600009 13.196249 17.037051 0.042 -0.098 0.182 0.067
C 18.321491 14.140027 22.647156 0.853 -0.605 1.299 0.001
N 18.567787 12.984930 21.729878 0.103 1.690 -2.647 -0.321
C 19.207445 11.861066 22.458090 0.518 0.740 0.964 0.012
C 17.245982 12.718876 21.035693 0.230 -2.192 0.421 0.009
C 19.492261 13.473708 20.541638 -0.729 2.100 2.719 -0.120
C 19.642968 12.583013 19.436347 1.329 -2.021 -2.269 -0.233
O 20.432512 11.468213 19.918936 -0.395 0.639 0.095 -0.049
H 17.571112 13.732078 23.349338 0.263 0.690 -0.155 0.112
H 17.945699 14.978136 22.077651 -0.153 0.108 -0.022 0.097
H 19.256161 14.430854 23.216108 -0.924 -0.537 -0.876 0.126
H 20.286235 12.140851 22.658041 -1.349 -0.158 -0.173 0.107
H 19.180624 11.017301 21.810699 -0.128 -0.794 -0.125 0.086
H 18.640074 11.755576 23.399425 0.326 -0.342 -0.443 0.115
H 17.398617 11.991986 20.201018 -0.105 0.509 1.110 0.070
H 16.851672 13.612270 20.579060 0.006 0.450 0.244 0.100
H 16.547185 12.264653 21.760828 0.226 0.400 -0.349 0.124
H 20.452073 13.668544 21.023452 0.175 -0.020 0.018 0.094
H 19.053338 14.435369 20.240321 0.032 -0.297 -0.012 0.131
H 20.231027 13.137838 18.647125 -0.626 -0.399 0.625 0.151
H 18.709064 12.223760 18.977294 0.369 0.187 -0.087 0.103
H 20.563081 10.810078 19.243417 -0.059 -0.233 -0.552 0.089
C 24.897130 20.043869 20.421178 0.042 -0.636 -0.334 0.000
N 23.982860 19.081228 19.710798 -0.317 0.798 -0.464 -0.329
C 23.998221 17.763690 20.443556 0.285 1.390 2.878 -0.012
C 22.534709 19.626560 19.734876 1.198 -0.110 0.431 0.031
C 24.609585 19.027357 18.315760 -3.056 0.053 -0.791 -0.104
C 23.888874 18.004523 17.404786 1.036 1.981 -0.914 -0.208
O 22.662666 18.540157 16.938745 0.356 0.839 1.180 -0.097
H 25.831272 19.470198 20.388354 0.136 0.794 0.487 0.113
H 24.548437 20.290471 21.410169 -0.105 -0.459 0.492 0.099
H 24.945740 20.997938 19.899053 0.140 -0.257 -0.385 0.108
H 24.988035 17.260699 20.487435 -0.768 0.519 -0.654 0.103
H 23.179787 17.160134 20.168454 -0.526 -0.928 -0.860 0.058
H 23.705688 18.056388 21.516805 0.586 -0.428 -1.340 0.121
H 21.828617 18.882908 19.383037 0.201 -0.176 -0.030 0.095
H 22.426667 20.523641 19.105135 0.365 -0.344 0.379 0.110
H 22.408568 19.831940 20.808042 -0.449 0.137 -0.498 0.103
H 25.647652 18.820457 18.445273 0.541 -0.090 -0.091 0.080
H 24.326877 19.998673 17.868464 0.655 -0.181 0.257 0.132
H 23.636051 17.165768 17.970228 0.341 -1.970 0.643 0.091
H 24.632333 17.837457 16.571536 -0.858 -0.416 0.693 0.140
H 22.443449 18.184198 16.067024 0.021 -0.230 -0.876 0.002
C 15.050037 15.095181 14.113728 0.356 1.156 -0.676 0.010
N 15.207218 14.841264 12.647728 -0.179 0.205 -1.452 -0.304
C 14.693134 13.447255 12.412642 -0.777 1.077 0.151 0.001
C 14.349271 15.920843 11.918370 0.715 -1.003 0.589 0.051
C 16.684956 14.818275 12.176015 -0.651 -0.168 0.831 -0.071
C 17.542206 15.953731 12.662975 0.526 1.145 -0.781 -0.214
O 17.161557 17.194287 12.049380 -0.545 -0.176 -0.186 -0.060
H 14.077917 14.733324 14.443528 0.190 -0.080 0.098 0.091
H 15.106660 16.183728 14.249680 0.036 -0.334 0.147 0.120
H 15.902661 14.639138 14.578240 0.086 -0.421 0.539 0.078
H 14.698661 13.150944 11.378492 0.201 0.230 -0.511 0.107
H 13.664244 13.502344 12.763949 -0.063 -0.543 -0.016 0.104
H 15.319561 12.803451 12.998640 0.034 -0.543 0.399 0.064
H 14.262948 15.813857 10.830557 0.301 -0.440 0.408 0.118
H 14.816103 16.852110 12.162822 0.294 0.540 -0.085 0.078
H 13.383726 15.887593 12.400590 -0.359 -0.132 -0.065 0.101
H 16.628947 14.723060 11.079534 0.251 0.292 0.426 0.145
H 17.119412 13.899688 12.603814 -0.300 0.213 -0.163 0.129
H 18.550019 15.704967 12.335511 0.108 -0.304 -0.011 0.111
H 17.623270 16.164725 13.724291 -0.458 -0.798 0.275 0.103
H 17.960605 17.668253 11.833911 0.209 0.251 -0.120 0.080
C 28.951262 12.305295 15.045087 0.202 1.389 0.597 0.027
C 28.002855 13.214310 15.810652 2.277 -1.659 -0.589 -0.597
O 26.911905 13.571232 15.475711 -1.373 0.304 -0.057 0.070
O 28.664745 13.591798 16.886184 -1.402 0.996 0.934 0.080
H 28.999707 11.307055 15.392674 -0.023 -0.902 0.912 0.076
H 29.910019 12.802667 15.203493 0.171 -0.481 -0.321 0.096
H 28.728055 12.221020 14.028848 -0.487 0.214 -1.691 0.054
C 22.692062 15.428866 23.653036 -0.433 2.034 -0.521 -0.017
C 22.419151 14.670115 22.338632 -0.276 -0.315 0.443 -0.707
O 21.648750 13.675181 22.464958 0.375 0.076 -0.229 -0.112
O 22.933604 15.086689 21.264194 -0.383 -0.256 0.754 -0.077
H 23.024263 16.444832 23.308136 0.431 -0.873 0.729 0.064
H 23.353622 14.953851 24.385261 0.150 0.046 -0.530 0.073
H 21.770967 15.678424 24.220907 0.198 -0.629 -0.460 0.070
C 17.508705 15.175592 17.457087 0.268 -0.874 0.834 0.028
C 17.748486 14.201978 16.358424 -0.248 1.229 -1.054 -0.625
O 17.292844 13.012139 16.530359 0.025 0.010 1.089 0.079
O 18.247368 14.629787 15.317932 0.231 -0.711 0.019 0.022
H 16.675490 14.861412 18.116689 0.281 0.522 -0.567 0.098
H 17.445880 16.124036 16.944897 -0.289 0.434 0.517 0.090
H 18.421449 15.125480 18.050420 0.107 0.443 0.238 0.072
C 28.391167 16.887853 17.489507 -0.817 0.890 -1.355 0.003
C 27.213136 16.394100 18.312472 1.178 0.334 -0.845 -0.698
O 26.549077 17.195472 18.963138 -0.643 1.032 0.882 -0.034
O 27.045431 15.164005 18.331419 -0.162 -1.982 -0.397 -0.062
H 29.224446 16.864079 18.132341 1.361 -0.532 0.674 0.068
H 28.314284 17.965778 17.272049 -0.320 -0.350 -0.158 0.082
H 28.555052 16.326690 16.538855 0.005 0.350 1.090 0.063
C 21.384028 15.885866 14.730003 1.159 1.182 -0.174 0.020
C 21.923911 17.030590 13.857611 0.011 -2.435 -1.187 -0.661
O 22.396591 18.001195 14.451288 0.463 1.689 0.102 -0.050
O 21.938659 16.831554 12.600155 0.003 0.743 0.978 -0.072
H 20.514245 16.233738 15.230956 -0.941 -0.003 0.459 0.066
H 22.132831 15.611690 15.468545 0.139 0.117 0.162 0.082
H 21.218596 15.058335 14.105275 -0.621 -1.118 -0.703 0.031
C 18.256883 12.323753 9.780131 -0.132 0.249 0.532 0.020
C 19.015185 13.628750 9.998787 -1.868 -1.196 0.081 -0.792
O 19.541527 13.877909 11.106455 1.294 -0.467 2.724 -0.109
O 19.002055 14.460158 9.139332 -0.047 2.164 -3.280 0.034
H 18.279801 12.005446 8.747442 -0.065 0.142 -0.230 0.080
H 17.196710 12.388156 10.123878 0.805 0.073 -0.197 0.081
H 18.784751 11.615568 10.377491 0.049 -1.021 0.497 0.053
C 16.437693 9.748221 13.545690 -0.667 2.304 -0.630 0.018
C 17.142498 10.869998 14.312496 0.234 0.711 -2.697 -0.656
O 16.460671 11.923746 14.507172 -0.266 0.195 0.654 -0.077
O 18.377877 10.802849 14.468576 -0.225 -0.497 0.697 -0.037
H 15.328217 9.838754 13.586379 0.957 -0.365 -0.037 0.085
H 16.866351 8.948139 13.999809 0.393 -3.159 1.307 0.040
H 16.825220 9.679014 12.514312 -0.320 0.480 0.298 0.094
```
Forces are in eV/Å.

Values from the calculation:
**HOMO**: -0.436 Eh
**Lowest unoccupied orbital energy**: -0.114 Ha
**Charge**: +2
**Kohn-Sham gap**: 8.75 eV
**F_max**: 4.12 eV/A